{
  "formula": "C37H54BMnN7S3Se2",
  "method": "ωB97M-V/def2-TZVPD",
  "elements": ["H", "N", "C", "C", "H", "H", "H", "H", "H", "H", "H", "C", "H", "N", "H", "C", "H", "H", "H", "C", "C", "H", "C", "C", "H", "Mn", "C", "H", "C", "C", "H", "H", "H", "C", "H", "H", "C", "H", "C", "H", "C", "H", "B", "C", "C", "H", "H", "H", "Se", "H", "C", "H", "C", "C", "H", "C", "S", "H", "N", "C", "H", "C", "C", "C", "S", "H", "H", "H", "N", "N", "C", "C", "H", "C", "C", "C", "H", "H", "C", "H", "H", "H", "C", "H", "H", "H", "C", "N", "H", "C", "C", "Se", "H", "C", "H", "H", "H", "N", "H", "C", "H", "S", "H", "H", "H"],
  "positions_angstrom": [[1.08139, -6.22864, 1.18870], [-0.72747, -3.53599, 1.94341], [-2.85019, -1.19245, -0.09069], [2.44311, -4.72690, -0.63653], [-4.69914, -1.98418, -2.06549], [-4.75145, -0.24436, -1.93105], [0.67923, -6.94603, 3.39485], [1.63243, -1.17399, 6.71884], [2.51534, 2.98363, -2.36425], [1.60816, 0.04043, -4.85551], [-6.72993, -0.50830, 3.12434], [-1.04312, -5.67565, 2.96819], [-3.14697, 3.31835, 0.49340], [-0.88830, 1.82517, 0.45240], [-1.31881, 2.86111, 4.46947], [0.73791, -5.20431, 1.13982], [-2.48724, -6.34471, 1.47883], [3.39298, 0.10773, 2.19892], [-1.52065, -4.01554, 4.28251], [1.89048, -2.00059, 6.05536], [1.18043, -0.27711, -3.90741], [0.03352, 3.45371, 3.53103], [1.12718, 0.64684, 4.51927], [0.09657, 1.34436, 3.87860], [1.64716, 1.08602, 5.35722], [0.09529, 0.21312, -0.42866], [-1.08687, 3.07884, -0.09591], [-6.08396, -1.21437, -1.25380], [-4.81156, -1.38654, 3.68511], [-4.18717, -1.37039, 2.29520], [3.37963, 0.10404, -1.69784], [3.33251, -4.12766, -0.43750], [0.98102, -2.57134, 5.85630], [-4.28187, -1.23965, -0.10875], [4.47015, -1.30337, 5.61343], [2.59893, -2.65004, 6.57451], [-0.04540, 3.71411, -0.79413], [4.80480, 0.50213, 1.18358], [3.76488, -0.67916, 5.06097], [-6.00879, -1.30928, 1.11783], [-6.33728, -1.39802, 3.62028], [-3.05051, -6.47640, 3.15079], [-0.70467, -1.23358, 1.24237], [3.76824, 0.17405, 1.18078], [-2.47869, -5.85753, 2.45613], [-6.71684, -2.28112, 3.10216], [-0.87968, -7.63296, 3.84480], [2.16560, -4.53124, -1.67326], [2.65488, 1.47805, 0.27650], [-3.24037, -2.64492, 4.48255], [-1.44807, 5.58712, -1.36294], [-3.44208, 5.48761, -0.57836], [-2.47996, 4.99390, -0.64704], [-4.32719, -2.62932, 4.43645], [-1.58912, 6.54298, -1.84906], [-4.34401, -0.12506, 4.42458], [1.53065, -1.80532, -0.75794], [-6.73971, -1.41235, 4.63392], [0.83865, -1.20993, 3.04912], [2.50628, -1.49225, 4.74420], [-4.66428, -3.54491, 3.94381], [-5.00725, -1.16834, -1.41074], [-1.06928, -5.00277, 4.34277], [-2.31224, 3.76702, -0.03064], [-1.94283, -1.01565, -1.51734], [4.41069, 1.53092, -1.52614], [2.04240, -3.31283, 3.64715], [3.34043, -2.36704, 2.93369], [-2.24650, -1.30047, 1.10442], [-2.88636, -1.39835, 2.27293], [-0.31167, -4.77219, 1.98456], [-0.56596, 0.74578, 2.83288], [-4.72070, -2.62597, 5.45502], [-0.36461, -7.03954, 3.08833], [0.85415, -2.98289, 0.26808], [3.37683, 1.18071, -1.51732], [-2.97226, -4.89085, 2.36334], [0.24383, -0.80252, -4.08293], [1.44750, -0.63419, 4.05515], [-4.66878, 0.77761, 3.90303], [-1.64391, -5.61488, 5.04073], [3.07460, 1.81713, -3.55157], [-0.24911, 2.74151, 4.30883], [3.65122, -0.79214, 0.69536], [-4.76168, -0.10838, 5.43369], [-3.25641, -0.10099, 4.49288], [1.33164, -4.33134, 0.27757], [-0.15006, -2.67076, 1.10086], [4.26487, -0.34044, 4.14985], [2.58568, 1.91755, -2.58161], [-0.22661, 4.93188, -1.42491], [0.74762, 1.29714, -2.85051], [-0.40285, -7.60051, 2.15242], [2.90334, -2.69051, 3.88045], [-0.05831, -4.88855, 4.74099], [3.54842, 0.19507, 5.67471], [1.85552, -0.93961, -3.37156], [-0.17870, -0.53759, 2.41704], [0.60679, 5.38621, -1.94923], [-4.92765, -1.30746, 1.09070], [0.93519, 3.25851, -0.78797], [-1.80008, 1.54848, 1.88320], [0.28063, 2.99553, 5.22604], [3.64292, -3.29136, 4.41526], [2.68395, -5.78236, -0.51759]],
  "forces_ev_per_angstrom": [[0.0066, 0.0065, -0.0468], [0.1116, 0.0285, -0.1655], [-0.1902, -0.0782, 0.0393], [-0.0047, -0.0579, 0.0034], [0.0044, -0.0130, -0.0019], [-0.0058, 0.0084, -0.0054], [0.0068, 0.0083, 0.0155], [-0.0003, 0.0148, 0.0004], [-0.0225, -0.0227, 0.0093], [-0.0020, -0.0111, -0.0035], [-0.0007, 0.0094, -0.0046], [-0.0301, -0.0226, -0.0686], [-0.0025, -0.0063, 0.0047], [0.1564, -0.0780, 0.0601], [-0.0010, -0.0067, 0.0216], [0.0823, 0.1020, 0.0027], [-0.0013, 0.0031, -0.0133], [-0.0122, 0.0270, -0.0021], [-0.0058, 0.0322, -0.0224], [0.0112, -0.0466, 0.0211], [0.0206, -0.0164, -0.0142], [-0.0053, -0.0009, 0.0055], [-0.0352, -0.0129, 0.0288], [-0.0825, 0.0576, -0.0209], [-0.0125, 0.0207, 0.0063], [-0.4881, -0.0361, 0.3259], [-0.0023, -0.0126, -0.0767], [-0.0056, 0.0030, -0.0085], [-0.0042, 0.0144, -0.0015], [-0.0281, -0.0475, -0.0928], [-0.0153, 0.0103, 0.0206], [0.0075, 0.0053, 0.0131], [0.0013, 0.0037, -0.0161], [0.0291, -0.0071, 0.1806], [0.0111, -0.0096, -0.0020], [0.0022, -0.0028, 0.0190], [-0.0269, -0.0058, 0.0038], [0.0056, 0.0035, -0.0024], [0.0394, 0.0339, 0.0000], [0.0039, 0.0034, -0.0249], [-0.0186, 0.0097, 0.0176], [0.0039, -0.0078, 0.0045], [-0.2021, 0.0284, -0.2948], [-0.0174, -0.0055, -0.0043], [0.0088, -0.0382, 0.0449], [0.0022, -0.0145, -0.0086], [-0.0086, 0.0022, 0.0018], [0.0007, -0.0062, -0.0076], [0.0603, 0.0321, -0.0068], [0.0287, 0.0167, 0.0014], [-0.0141, 0.0348, -0.0064], [-0.0015, 0.0143, -0.0062], [-0.0121, 0.0426, -0.0251], [-0.0118, -0.0181, 0.0259], [-0.0044, 0.0041, -0.0040], [-0.0192, 0.0002, 0.0172], [0.1963, -0.0818, -0.0355], [-0.0005, -0.0007, 0.0095], [0.0215, 0.0533, -0.0535], [-0.0325, -0.0267, 0.0251], [0.0031, 0.0066, -0.0083], [-0.0324, 0.0246, 0.0140], [0.0403, -0.0214, 0.0557], [0.0151, -0.0229, 0.0327], [0.1574, 0.0398, -0.1148], [-0.0182, -0.0059, 0.0084], [-0.0599, -0.0514, 0.0019], [-0.0111, 0.0059, -0.0150], [0.0698, 0.1372, 0.2295], [0.0188, 0.0709, -0.0625], [0.0659, 0.1828, -0.0867], [0.1091, -0.1970, -0.0616], [-0.0083, -0.0021, 0.0040], [-0.0336, -0.0258, 0.0034], [-0.1178, 0.0029, 0.1286], [0.0754, -0.0443, -0.0012], [-0.0135, 0.0438, 0.0016], [-0.0064, 0.0097, 0.0158], [0.1000, 0.0235, -0.1051], [-0.0033, 0.0026, -0.0120], [-0.0051, 0.0045, 0.0121], [0.0025, -0.0006, 0.0133], [0.0258, 0.0189, -0.0161], [0.0069, 0.0055, -0.0029], [0.0003, -0.0008, 0.0016], [0.0215, -0.0163, -0.0030], [-0.1108, 0.0026, 0.0935], [0.0569, -0.2664, 0.0047], [-0.0440, -0.0064, 0.0541], [-0.0078, 0.0375, -0.0614], [0.0178, 0.0317, -0.0110], [0.0399, -0.0001, -0.1150], [0.0015, 0.0017, -0.0108], [0.0355, 0.0175, 0.0144], [0.0123, -0.0040, -0.0067], [0.0111, -0.0121, 0.0015], [-0.0060, 0.0253, -0.0081], [0.0429, 0.0057, 0.2345], [-0.0039, 0.0079, -0.0048], [0.1046, 0.0038, -0.1112], [0.0057, -0.0151, 0.0214], [-0.0605, 0.0238, -0.0175], [0.0065, 0.0075, 0.0062], [0.0012, 0.0047, 0.0021], [0.0002, 0.0041, -0.0021]],
  "max_force_ev_per_a": 0.59,
  "spin_multiplicity": 6,
  "total_energy_ha": -8998.9235,
  "charge": 0,
  "lumo_energy_ha": [0.0013, 0.0000],
  "de_lowest_kcal_mol": 13.9
}